C18H42BeClN3O6 | ωB97M-V/def2-TZVPD

```
71
Properties=species:S:1:pos:R:3:forces:R:3
Be -1.468122 1.109637 2.812736 -0.1 -0.2 0.0
N 3.442558 0.551687 -1.880484 0.0 -0.2 0.2
H 3.193148 -0.346073 -2.270244 0.1 -0.7 -0.4
H 2.998488 1.272587 -2.431134 -0.5 0.5 -0.2
H 4.438668 0.717157 -1.858174 0.6 -0.2 -0.2
H 3.118518 0.526677 -0.924204 -0.4 0.3 0.5
Cl 0.229038 -2.657063 -0.796374 0.0 0.1 5.0
O -0.513762 -3.796443 -0.318184 0.1 0.6 -0.7
O 1.522638 -2.656103 -0.128494 0.4 -0.1 0.1
O 0.418828 -2.586493 -2.146294 0.0 -0.2 -4.0
O -0.398172 -1.426073 -0.296114 -0.4 -0.1 -0.2
C -2.437232 -4.943903 5.148846 0.1 0.9 0.3
C -2.726572 -3.418253 5.256756 -1.8 2.0 -1.1
C -3.586832 -3.035583 6.465946 -0.4 -0.2 1.0
C -2.902092 -3.280883 7.839036 0.6 1.3 -1.2
C -1.620912 -2.377693 7.836726 -1.9 -1.5 -0.3
C -0.793482 -2.553613 6.558416 1.1 1.7 2.6
N -1.585822 -2.502133 5.360976 0.7 -2.5 0.5
O -0.784002 -2.412643 4.266886 -0.2 0.7 -0.3
C 0.168968 -1.337343 6.564346 0.7 0.3 0.1
C 0.124598 -3.850593 6.818196 0.1 0.2 -1.7
C -3.527282 -2.942283 3.980096 0.8 -0.4 -0.3
H -1.526532 -5.119393 4.576196 -0.1 -0.3 0.0
H -3.295872 -5.376513 4.635336 0.2 -0.1 0.1
H -2.369072 -5.322273 6.168796 0.2 -0.3 -0.3
H -3.832972 -1.974483 6.426316 0.5 0.3 -0.2
H -4.597812 -3.422003 6.336746 0.2 -0.8 0.2
H -2.576002 -4.305193 8.019456 -0.6 -0.1 0.1
H -3.521172 -2.860483 8.631566 -0.2 -0.6 0.1
H -1.042352 -2.738883 8.686966 0.3 0.8 0.0
H -1.976152 -1.349853 7.910516 0.4 0.1 0.3
H 0.388098 -0.995363 7.575846 0.0 -0.6 0.3
H 1.141068 -1.549773 6.119396 -0.2 0.1 -0.3
H -0.253842 -0.416623 6.162356 -0.3 -0.3 -0.6
H -0.303862 -4.771253 7.214286 -0.5 0.5 0.2
H 0.529728 -4.115913 5.841686 0.3 -0.1 -0.1
H 0.973918 -3.524943 7.418796 -0.3 0.0 0.1
H -4.465672 -3.488303 3.883266 0.0 0.2 0.2
H -2.971902 -3.112993 3.057866 0.2 -0.4 0.0
H -3.684392 -1.864193 3.946496 -0.3 0.0 0.6
H -0.472092 -3.308383 4.118726 0.3 -0.7 -0.6
C -0.403492 2.383827 -6.806794 1.8 -0.3 0.9
C 1.118088 2.211027 -6.261074 -0.1 -0.5 -2.5
C 2.082458 2.772397 -7.381244 -0.4 2.9 1.2
C 2.094678 4.322877 -7.343354 0.3 0.6 1.5
C 2.354208 4.843057 -5.896984 -0.5 -0.7 -0.7
C 1.437198 4.261117 -4.801874 -0.9 0.9 -0.2
N 1.299858 2.807337 -4.940104 0.7 0.4 -0.7
O 0.426698 2.254337 -3.993884 0.6 0.0 -0.3
C 2.074568 4.542557 -3.459874 -0.7 0.0 0.5
C 0.020798 5.030447 -4.898184 0.4 -1.0 -0.3
C 1.547458 0.740867 -6.227874 -1.2 -1.5 0.3
H -0.440272 2.058727 -7.846534 -0.1 -0.3 0.2
H -0.703992 3.431177 -6.777424 -0.1 -0.3 0.1
H -0.995642 1.757297 -6.139774 -0.5 0.1 -0.4
H 3.110978 2.466177 -7.190244 -0.1 -0.4 -0.1
H 1.778288 2.589227 -8.411794 -0.1 -1.1 0.3
H 1.190698 4.816357 -7.700284 -0.1 -0.4 -0.4
H 2.945038 4.733847 -7.887484 -0.2 -0.2 -0.5
H 2.174778 5.916607 -5.838744 0.3 0.1 -0.1
H 3.411548 4.639727 -5.727324 0.0 0.0 0.6
H 2.273988 5.612357 -3.397604 0.5 -0.2 0.1
H 1.382338 4.322417 -2.647194 -0.1 -0.1 0.0
H 2.932078 3.883097 -3.326174 0.4 0.4 -0.1
H -0.775842 4.512997 -4.363664 0.0 -0.2 0.1
H -0.036952 6.039527 -4.490134 0.7 0.0 -0.1
H -0.276062 5.048987 -5.946824 0.0 0.3 0.2
H 0.752338 0.052477 -5.941514 -0.4 0.2 0.3
H 2.349288 0.474877 -5.539094 0.3 0.6 0.0
H 1.823028 0.345047 -7.205374 0.2 0.4 -0.1
H -0.402392 2.691497 -4.201474 -0.8 0.0 0.3
```
Forces are in eV/Å.

* energy: -1800.4091 hartree
* LUMO energy: -11.41 eV
* Kohn-Sham gap: 1.516 eV
* charge: +2

Atom charges from the Mulliken analysis, given in e for atoms 1 to 8:
1 Be 0.5685
2 N -0.4066
3 H 0.3852
4 H 0.2036
5 H 0.4064
6 H 0.3827
7 Cl 1.6575
8 O -0.5476

---

C5H10CuO5 | ωB97M-V/def2-TZVPD

```
21
Properties=species:S:1:pos:R:3:forces:R:3
C -0.607729 1.275684 -0.814910 0.7 0.1 0.0
C -0.019966 2.042508 0.323777 -0.3 0.0 0.3
O 1.373411 1.763212 0.391000 0.1 -0.4 -0.3
C 2.101095 2.424218 1.304770 0.5 1.1 0.3
O 3.340195 2.219193 1.286439 0.7 0.0 0.7
O 1.555226 3.256742 2.070996 0.1 0.1 0.6
O -1.961856 1.403624 -0.868408 -0.6 -0.2 -0.9
Cu 3.749269 3.642360 3.140212 -1.3 -1.0 -1.7
H -0.313568 -0.968502 -0.827605 0.5 -3.6 0.1
H -0.506967 1.756919 1.272336 0.1 0.1 -0.3
H -0.176265 3.123134 0.186520 0.0 -0.1 0.1
H -2.329255 1.089510 -1.722958 0.5 0.2 0.8
H -0.012969 1.092619 -1.717200 -0.4 0.2 0.2
C -0.012864 -2.191322 -0.901302 0.1 3.2 -0.2
C -1.101366 -3.191067 -0.616654 -0.4 0.0 0.1
O -1.360591 -3.204330 0.786202 0.1 0.1 0.0
H 0.356452 -2.301172 -1.928282 -0.1 -0.1 0.1
H 0.847864 -2.320282 -0.231140 -0.3 0.0 -0.1
H -0.795330 -4.199876 -0.940462 0.0 0.2 0.0
H -2.020098 -2.930873 -1.169560 0.2 -0.1 0.1
H -2.104687 -3.782300 0.976230 0.0 0.0 -0.1
```
Forces are in eV/Å.

* energy: -2213.0634 hartree
* LUMO energy (spin up / spin down): -1.75 / -1.75 eV
* Kohn-Sham gap (spin up / spin down): 5.077 / 7.403 eV
* multiplicity: 2

Atom charges from the Mulliken analysis, given in e for atoms 1 to 8:
1 C -0.6173
2 C -0.2412
3 O -0.2080
4 C 0.7998
5 O -0.7528
6 O -0.7086
7 O -0.5061
8 Cu 0.6874

---

BrHg2 | ωB97M-V/def2-TZVPD

```
3
Properties=species:S:1:pos:R:3:forces:R:3
Hg 1.754729 -0.221778 0.389799 -0.1 -0.3 1.2
Hg -0.982607 0.442694 -1.563979 -1.0 -0.1 0.9
Br -0.772122 -0.220916 1.174180 1.1 0.4 -2.0
```
Forces are in eV/Å.

* energy: -2879.3305 hartree
* LUMO energy: -19.40 eV
* Kohn-Sham gap: 7.459 eV
* charge: +3

For each atom in turn, the Mulliken charge in e is:
1 Hg 1.3264
2 Hg 1.3643
3 Br 0.3093

---

C6H11O | ωB97M-V/def2-TZVPD

```
18
Properties=species:S:1:pos:R:3:forces:R:3
C 3.347642 -0.726883 -0.720033 -0.7 -4.0 1.0
O 4.595339 -0.442350 -0.605547 1.7 2.1 0.4
C 2.225831 0.063148 -0.028685 -0.1 -0.2 2.0
C -1.644142 1.628077 0.211413 1.6 3.5 -0.8
C -2.027122 0.465892 0.657752 0.2 -2.8 2.7
C -2.089048 -0.388406 1.685229 0.6 0.3 0.5
C -2.753839 0.374147 -0.649008 -2.9 -1.2 -2.0
H 3.014690 -0.903128 -1.717268 -0.6 0.1 -1.9
H 3.288789 -1.919085 -0.309262 -1.1 1.4 -0.2
H 2.314772 1.131873 -0.238200 -0.2 0.1 -0.3
H 1.170331 -0.322284 -0.069060 0.8 0.2 -0.8
H -0.802845 1.705945 -0.479285 0.2 -0.2 0.2
H 2.401572 -0.039444 1.056171 0.2 0.3 -0.1
H -2.715368 -1.268478 1.738771 0.1 0.1 -0.3
H -1.422050 -0.168463 2.531789 -0.5 -0.2 -0.4
H -3.530424 1.122220 -0.806657 -0.3 -0.4 0.1
H -2.183618 0.340575 -1.542006 1.1 0.3 -0.7
H -3.190502 -0.653350 -0.716119 0.1 0.7 0.7
```
Forces are in eV/Å.

* energy: -310.2123 hartree
* LUMO energy: 2.57 eV
* Kohn-Sham gap: 4.368 eV
* charge: -1

Atom charges from the Mulliken analysis, given in e for atoms 1 to 8:
1 C -0.4507
2 O -0.7869
3 C -0.7833
4 C -0.5650
5 C 0.8755
6 C -0.9282
7 C -1.2349
8 H 0.1930

---

Among the records above, which one has the highest energy? C6H11O

---

What is the formula in the third record? BrHg2

---

Which value of energy does entry 4 give? -310.2123 hartree